Density functional theory data (ωB97M-V with the def2-TZVPD basis set) for a molecular structure, C45H37GeN8O5S4V.

Energy relative to the best compared isomer or geometry (same formula, charge and spin) ... 0.0 kcal/mol
E_LUMO (spin up / spin down) ... 1.708 / 1.653 eV
Net charge ... -1
HOMO level (spin up / spin down) ... -4.74 / -5.24 eV
Spin multiplicity ... 4

The geometry in XYZ format:
```
101
Properties=species:S:1:pos:R:3:forces:R:3
H -5.540 0.611 2.440 0.002 -0.002 -0.002
C -6.634 -0.540 -1.070 -0.012 0.005 0.001
H 4.034 -5.970 0.240 -0.005 -0.001 0.001
N 2.890 0.151 -0.472 0.079 0.072 0.030
H 1.734 4.126 2.564 -0.013 0.005 0.000
H -6.939 -0.876 -2.053 0.003 -0.003 0.002
C 2.463 -5.786 1.694 -0.022 -0.053 -0.040
O 0.103 3.603 -2.128 0.050 -0.002 -0.006
C 0.714 -0.779 -3.597 -0.037 -0.008 -0.006
C 3.543 0.700 -1.556 0.046 -0.029 -0.020
H -1.570 -0.865 2.754 -0.039 0.019 -0.017
H -1.249 4.304 3.388 -0.001 0.005 -0.002
H -2.073 6.292 -0.835 0.000 -0.003 -0.002
C -0.148 1.760 -4.214 0.008 -0.021 -0.016
S 4.222 -1.694 2.564 0.033 -0.022 -0.038
S -1.742 -0.635 -0.689 -0.237 -0.136 -0.069
Ge -2.992 0.256 0.986 -0.004 -0.072 0.086
C -1.643 3.961 2.438 0.020 0.015 0.003
H 5.064 2.143 3.849 -0.003 0.001 0.000
H 2.932 0.749 3.884 0.017 0.001 -0.015
C -3.140 2.603 -1.268 -0.005 -0.034 -0.002
H 5.570 0.942 -2.309 0.003 -0.004 0.006
H 3.549 4.533 0.955 0.001 0.003 0.005
C -2.018 2.609 2.287 0.011 -0.020 -0.025
H 2.066 -3.125 3.764 0.002 -0.002 -0.001
C -2.643 -0.731 2.624 0.038 0.002 -0.029
C 4.330 2.153 3.044 0.003 -0.011 0.009
V 0.743 -0.077 -0.440 -0.119 0.014 0.637
N 3.323 -0.806 1.596 0.027 -0.012 -0.062
H -3.625 3.128 -3.266 -0.003 -0.002 0.000
C -2.514 2.138 1.100 0.026 -0.033 -0.002
C -4.868 0.022 0.480 0.023 0.065 -0.001
N -4.159 -3.460 -0.364 0.018 -0.004 -0.013
H -4.550 -0.623 -1.543 -0.010 0.002 0.003
N 0.341 0.357 1.751 0.090 0.073 -0.025
C 0.434 -1.475 -5.918 -0.001 -0.007 0.003
S 0.896 -2.481 0.147 0.064 -0.231 0.021
C -2.389 5.263 -0.959 -0.021 0.006 -0.005
C 1.120 1.123 2.150 0.051 0.025 0.003
H 1.689 -3.993 -4.045 -0.005 -0.001 -0.002
C 0.250 2.432 -1.806 0.041 -0.002 0.007
H 1.042 -5.318 3.233 0.003 -0.011 0.000
C -0.700 -3.063 0.027 -0.057 0.067 -0.009
C 3.614 -3.328 2.307 0.020 0.031 0.012
H -7.926 0.352 1.927 -0.001 0.000 -0.001
H -3.046 -0.187 3.480 -0.021 -0.014 0.003
N 1.882 -7.020 1.393 0.037 0.011 0.040
C -5.285 -0.393 -0.781 0.022 0.003 -0.006
C -5.837 0.287 1.447 -0.012 0.019 0.012
C 2.011 3.332 1.863 0.004 -0.005 0.007
H -1.881 1.935 3.125 -0.003 -0.004 0.002
C -1.762 4.824 1.388 0.025 -0.014 0.000
S 5.421 -0.208 -0.119 0.006 0.013 -0.010
C -7.187 0.144 1.163 0.002 0.004 0.007
H -1.463 5.861 1.488 -0.002 -0.003 0.000
C 1.214 -2.066 -3.301 0.005 -0.003 -0.010
H -3.134 -1.702 2.562 -0.009 -0.004 -0.001
N -0.943 -5.602 0.510 0.020 0.001 0.030
H 0.884 -7.034 1.550 -0.037 0.031 -0.047
H -8.640 -0.390 -0.323 0.001 0.000 0.000
C 0.236 1.376 -2.913 -0.019 0.047 -0.007
C -0.120 0.833 -5.208 -0.011 0.021 0.009
C -2.651 3.026 -0.006 0.014 0.027 -0.015
C -7.587 -0.271 -0.099 0.011 -0.003 -0.010
C 3.438 3.541 1.392 -0.004 -0.004 0.018
C -3.109 -2.984 -0.330 -0.040 -0.037 0.013
C 4.883 0.602 -1.552 -0.019 -0.010 0.025
C 0.907 -2.717 -5.607 -0.003 0.003 -0.023
H 3.690 2.786 0.635 0.002 -0.006 -0.008
C 1.928 -4.986 2.705 -0.007 0.021 0.005
H 1.510 -2.288 -2.285 0.004 0.000 0.001
O 3.896 -1.331 3.924 -0.021 0.020 0.042
O 0.451 1.959 -0.640 -0.005 0.047 -0.066
C 2.496 -3.763 3.003 -0.011 0.008 0.009
C 1.305 -3.009 -4.286 0.004 0.002 0.021
C 2.959 1.797 3.592 -0.007 -0.029 0.019
N 1.942 2.044 2.565 -0.035 0.021 -0.004
C -1.835 -2.359 -0.273 0.112 0.006 -0.029
H 0.131 -1.232 -6.929 0.002 -0.004 -0.001
C 0.334 -0.475 -4.923 0.013 -0.006 0.017
N 0.621 0.156 -2.594 0.001 0.117 -0.471
C -0.854 -4.476 0.294 0.003 -0.050 0.012
H -0.425 1.080 -6.219 0.004 0.003 0.000
H 5.048 -3.776 0.786 0.003 0.005 0.003
H 2.728 2.430 4.455 0.000 0.008 -0.007
H -0.450 2.787 -4.356 0.000 0.000 -0.005
H 4.632 1.423 2.288 -0.002 -0.012 -0.015
C 3.604 -5.349 1.018 0.007 0.021 0.019
H -3.431 1.569 -1.407 -0.011 0.019 -0.006
C -2.268 4.381 0.142 -0.014 -0.007 0.003
C 3.745 -0.355 0.420 -0.011 0.018 0.031
H 1.315 3.314 1.025 -0.012 -0.006 -0.009
H 2.960 1.160 -2.339 -0.007 0.004 0.009
O 5.622 -1.682 2.183 -0.027 0.001 0.003
H 0.982 -3.479 -6.372 -0.001 0.001 0.000
C -2.873 4.825 -2.156 -0.017 0.020 0.018
O 4.341 3.461 2.485 -0.008 0.008 -0.012
C 4.174 -4.125 1.320 -0.009 -0.013 -0.018
C -3.252 3.476 -2.311 -0.001 0.013 -0.008
H -2.950 5.505 -2.995 0.004 0.000 -0.001
H 2.089 -7.340 0.460 -0.004 0.003 -0.005
```
Positions in Å, forces in eV/Å.